This record from the OMol25 dataset describes C30H44AsBr2CsN6OSi2 as an isolated structure. The level of theory is wB97M-V/def2-TZVPD.

Geometry as XYZ:
```
87
Properties=species:S:1:pos:R:3:forces:R:3
Cs -0.0698 -0.9680 -0.5999 -0.03 -0.04 0.38
C 7.3858 -3.3414 3.6628 -0.06 0.02 -0.02
C 6.0481 -2.7622 3.2779 0.04 -0.01 0.05
C 5.1616 -2.2510 4.2256 -0.02 0.01 -0.02
C 3.9308 -1.7192 3.8878 0.03 -0.02 -0.02
C 3.4928 -1.6424 2.5353 -0.07 0.04 0.04
N 2.4013 -1.0287 2.0776 0.04 0.01 -0.06
C 1.3465 -0.7071 2.8743 0.01 0.01 0.03
C 0.7038 -1.5936 3.7642 0.02 0.00 -0.01
C -0.4727 -1.2552 4.4083 -0.01 0.03 -0.02
C -1.0958 -0.0233 4.2131 -0.02 -0.03 0.04
C -2.4153 0.3167 4.8565 0.04 -0.01 -0.02
C -0.4638 0.8776 3.3668 0.02 0.04 -0.03
C 0.7314 0.5570 2.7437 -0.03 -0.02 -0.04
N 1.3754 1.5644 1.9585 -0.02 0.06 0.10
C 1.9656 2.6780 2.4413 0.01 0.00 -0.05
C 2.4394 3.3844 1.3601 0.00 0.02 0.00
C 2.0745 2.5986 0.2514 0.01 0.00 0.02
N 1.4376 1.5020 0.6258 0.08 0.05 -0.09
C 4.4005 -2.2120 1.5959 -0.02 0.01 0.01
C 5.6252 -2.7319 1.9508 -0.02 -0.05 -0.01
N 3.9984 -2.2247 0.2254 0.12 -0.01 -0.03
C 4.2705 -1.2913 -0.7080 -0.09 0.02 0.03
C 3.5979 -1.6541 -1.8529 -0.03 0.01 -0.02
C 2.9245 -2.8373 -1.4928 -0.05 -0.01 -0.02
N 3.1664 -3.1717 -0.2341 0.03 -0.04 -0.02
H 7.5600 -3.2209 4.7339 0.01 -0.01 0.00
H 8.2105 -2.8499 3.1379 0.01 -0.01 0.00
H 7.4498 -4.4105 3.4368 0.02 0.00 0.01
H 5.4533 -2.2621 5.2733 0.00 0.00 0.00
H 3.2912 -1.3132 4.6617 0.00 0.00 0.00
H 1.1330 -2.5797 3.8962 0.00 0.00 0.01
H -0.9478 -1.9885 5.0543 0.00 0.00 0.00
H -2.8400 -0.5560 5.3550 0.00 0.00 0.01
H -3.1365 0.6537 4.1089 -0.01 0.00 0.02
H -2.3095 1.1123 5.6000 -0.01 0.00 0.00
H -0.9087 1.8460 3.1585 0.01 -0.01 -0.01
H 2.0007 2.8680 3.5005 -0.01 -0.02 0.01
H 2.9575 4.3281 1.3697 0.00 0.00 0.00
H 2.2274 2.7958 -0.7980 0.00 -0.02 0.00
H 6.2556 -3.1416 1.1664 -0.01 0.01 -0.01
H 4.8775 -0.4344 -0.4700 0.01 -0.01 0.02
H 3.5698 -1.1298 -2.7932 0.00 0.00 0.01
H 2.2552 -3.4467 -2.0818 0.03 0.00 -0.02
Br -3.1735 -2.8290 2.6835 0.05 0.03 0.01
C -4.0403 -2.8569 1.0494 -0.27 0.05 -0.03
Br -2.1802 -3.6511 -1.6734 -0.01 -0.08 -0.07
H -4.1198 -1.9327 0.5063 0.08 0.02 0.00
H -4.5183 -3.7681 0.7427 0.12 -0.06 -0.02
N -1.0379 -0.3564 -5.5244 0.06 -0.05 -0.04
C -0.6533 -1.2137 -4.5423 -0.07 0.00 0.03
O -0.2528 -0.8094 -3.4666 0.16 0.09 -0.27
C -0.7187 -2.6916 -4.8728 0.00 0.06 0.01
C 0.5979 -3.1892 -5.3415 -0.02 -0.02 0.08
H -1.0563 0.6311 -5.3286 -0.04 -0.01 0.03
H -1.3598 -0.6967 -6.4098 -0.07 0.01 0.02
H -1.5097 -2.9014 -5.5977 0.02 0.02 -0.03
H -1.0240 -3.1777 -3.9269 0.00 -0.03 -0.01
H 1.5005 -2.8188 -4.8747 0.01 -0.01 -0.02
H 0.6588 -4.0928 -5.9306 0.01 0.00 -0.01
C -2.8168 5.2286 -2.4907 -0.01 -0.01 0.02
Si -1.9140 3.5579 -2.3831 0.03 0.03 -0.16
C -0.1076 3.9647 -2.8009 0.01 -0.03 0.05
C -2.5499 2.5801 -3.8911 0.00 -0.03 0.03
As -1.9806 2.4953 -0.3654 0.02 -0.03 0.10
Si -4.0755 1.5794 -0.5375 -0.14 0.02 0.07
C -4.3099 0.1301 -1.7308 0.01 -0.05 0.02
C -5.4881 2.7793 -0.9733 0.01 0.00 -0.01
C -4.5040 0.9005 1.1819 0.02 0.01 -0.01
H -2.7024 5.6952 -3.4763 0.01 -0.02 -0.01
H -2.4217 5.9124 -1.7353 -0.01 0.00 0.00
H -3.8834 5.0966 -2.2917 0.01 0.02 0.01
H -0.0184 4.5762 -3.7054 -0.03 0.00 -0.01
H 0.4537 3.0381 -2.9506 0.01 0.01 0.01
H 0.3567 4.5050 -1.9714 0.01 -0.01 -0.01
H -2.0971 2.9422 -4.8226 0.00 0.03 0.01
H -3.6357 2.6619 -3.9939 0.00 -0.03 0.01
H -2.3095 1.5230 -3.7580 0.01 0.01 -0.02
H -4.1907 0.4491 -2.7691 0.03 -0.01 0.00
H -5.3146 -0.2974 -1.6287 -0.01 0.03 0.01
H -3.5957 -0.6797 -1.5523 0.02 0.02 -0.05
H -5.3997 3.1193 -2.0096 0.00 0.01 0.01
H -5.4484 3.6596 -0.3272 0.00 0.00 -0.01
H -6.4689 2.3041 -0.8578 0.01 -0.02 -0.01
H -3.6840 0.2856 1.5657 -0.02 -0.01 0.01
H -5.4125 0.2896 1.1703 0.00 -0.01 0.00
H -4.6530 1.7228 1.8873 0.02 0.01 -0.01
```
Forces are in eV/Å.

Summary:
**Total charge**: -2
**HOMO level (spin up / spin down)**: -1.24 / -1.24 eV
**Frontier orbital gap (spin up / spin down)**: 5.0 / 4.9 eV
**Relative energy (zero: lowest compared OMol25 entry of this formula, charge and spin)**: 0.0 kcal per mole
**E_LUMO (spin up / spin down)**: 0.1368 / 0.1345 Ha
**Energy**: -260041.0278 eV

---

This record from the OMol25 dataset describes a 7-piece molecular cluster, C30H44BBr2Cl13F16N4O3P overall at a distorted geometry. The level of theory is wB97M-V/def2-TZVPD.

Geometry as XYZ:
```
114
Properties=species:S:1:pos:R:3:forces:R:3
C -4.2428 -0.1289 -2.6697 -0.06 0.40 -0.27
C -3.1445 0.5131 -1.8142 -0.11 -0.24 0.55
C -1.7460 -0.0919 -1.9982 0.05 -0.41 0.49
B -1.4969 0.0557 -3.5856 0.34 0.29 -0.08
O -1.8599 -1.0005 -4.4015 -0.51 0.03 0.61
N -0.9401 1.2845 -4.1701 -0.04 -0.32 -0.38
C -2.0158 2.1616 -4.6754 -0.10 -0.06 0.24
C -0.0744 0.9356 -5.3200 -0.40 0.19 -0.17
C -1.5533 -1.5599 -1.5013 -1.28 0.50 -0.54
C -2.4738 -2.1031 -0.4218 0.40 -0.13 0.48
C -2.4970 -3.6383 -0.3301 -1.07 -0.17 0.15
C -3.7629 -4.0684 0.4382 0.76 0.10 0.39
O -2.4791 -4.2517 -1.6168 0.30 0.12 0.06
N -0.0704 -1.5776 -1.2005 -0.44 0.02 -2.30
C 0.5253 -2.7426 -1.7945 0.64 -0.39 1.31
Br 0.6319 -2.8791 -3.6693 -0.19 0.07 -0.11
C 1.0187 -3.7330 -1.0445 -0.21 0.05 -0.24
C 1.6236 -5.0037 -1.5564 0.02 0.50 -0.09
Br 1.0217 -3.5469 0.8357 0.06 0.12 0.06
C 0.3753 -0.2788 -1.3717 0.02 -0.24 0.66
N 1.6030 0.1212 -1.6566 -0.19 -0.11 0.95
C 2.6834 -0.9091 -1.7703 -0.10 0.05 0.18
C 4.1073 -0.4665 -1.4683 0.10 -0.18 0.15
C 4.3983 -0.3475 0.0299 0.26 -0.37 -0.05
F 3.2784 -0.2725 0.7765 -0.05 0.23 -0.01
F 5.1827 0.6885 0.3202 -0.06 0.12 0.03
F 5.0443 -1.4520 0.4565 -0.05 -0.05 0.00
P 2.1780 1.8156 -2.0782 0.08 -0.03 -0.86
O 0.8123 2.6167 -2.1960 0.27 0.42 0.15
Cl 2.8766 2.5961 -0.3389 -0.21 -0.18 0.09
N -0.7038 0.5927 -1.1878 0.27 0.57 -0.32
C -1.0431 0.7872 0.2312 -0.02 0.28 0.72
C -0.1670 1.8198 0.9343 0.13 -0.70 0.21
C -0.7008 2.1447 2.3326 0.04 -0.05 -0.17
F -1.6779 1.2717 2.7152 0.03 0.18 -0.07
F -1.2201 3.3970 2.3563 -0.11 -0.21 0.11
C 0.4195 2.0585 3.3939 0.40 0.42 -0.10
F 1.4306 2.8626 2.9676 -0.14 -0.14 0.00
F 0.8950 0.7950 3.4300 -0.24 0.06 0.01
C 0.0528 2.5466 4.8217 0.01 0.20 0.08
F -1.1433 2.0765 5.2240 0.15 -0.05 -0.16
F -0.0296 3.8907 4.7721 0.06 -0.20 -0.02
C 1.1166 2.1775 5.9140 -0.13 0.35 0.50
F 1.1004 3.1808 6.8228 -0.06 -0.24 -0.14
F 2.3586 2.1236 5.3955 -0.22 -0.05 -0.14
C 0.8165 0.8713 6.7023 0.20 -0.27 -0.06
F 0.3826 -0.1000 5.8753 0.02 0.07 -0.05
F -0.1271 1.1074 7.6202 -0.03 0.12 -0.07
C 2.0630 0.3116 7.4466 -0.45 -0.15 0.29
F 2.6412 1.2624 8.1697 0.23 0.29 -0.02
F 2.9388 -0.2244 6.6164 0.22 0.04 -0.26
F 1.6436 -0.6364 8.2788 -0.06 -0.22 0.10
H -4.0532 -1.1744 -2.9100 -0.01 -0.06 0.17
H -4.3757 0.3997 -3.6196 0.08 -0.04 -0.01
H -5.1936 -0.0391 -2.1474 0.04 -0.13 -0.07
H -3.4478 0.3946 -0.7721 0.02 -0.03 -0.05
H -3.0938 1.5925 -1.9733 0.02 -0.04 -0.09
H -2.6507 -0.8064 -4.9200 0.29 -0.05 -0.41
H -1.5988 3.0273 -5.1910 0.06 0.02 0.03
H -2.6593 1.6464 -5.4033 0.30 0.03 0.18
H -2.6559 2.5213 -3.8695 0.08 0.06 0.04
H 0.5079 0.0346 -5.1244 0.16 0.10 0.10
H 0.5856 1.7694 -5.5697 -0.17 -0.13 0.26
H -0.6702 0.7385 -6.2203 0.04 -0.09 -0.01
H -1.8059 -2.1591 -2.3781 0.81 -0.39 0.06
H -3.4986 -1.7831 -0.6331 0.06 0.05 -0.18
H -2.2513 -1.7234 0.5786 0.03 0.06 -0.06
H -1.6548 -4.0354 0.2307 0.30 0.16 -0.33
H -4.5974 -4.2206 -0.2446 -0.10 0.07 0.06
H -3.5576 -4.9812 0.9972 -0.23 -0.16 -0.23
H -4.0062 -3.3127 1.1876 -0.23 0.03 -0.08
H -3.3028 -4.0155 -2.0606 0.00 -0.16 -0.01
H 2.0049 -5.6031 -0.7352 -0.19 0.01 -0.20
H 2.4532 -4.7504 -2.2224 0.01 -0.10 -0.02
H 0.8805 -5.5428 -2.1455 0.04 -0.16 0.09
H 2.6169 -1.3398 -2.7664 0.22 0.10 -0.04
H 2.4534 -1.6914 -1.0532 -0.01 0.05 -0.04
H 4.4654 0.4012 -2.0172 -0.13 0.14 0.13
H 4.7355 -1.2997 -1.7887 0.00 0.08 -0.14
H 0.5960 2.7930 -3.1260 -0.40 -0.30 0.03
H -2.0778 1.1022 0.3310 0.03 0.02 -0.38
H -0.9583 -0.1384 0.8101 -0.04 -0.08 -0.19
H -0.0601 2.7319 0.3577 0.02 0.09 0.03
H 0.8044 1.3512 1.0881 0.24 0.29 -0.21
C 3.2783 5.3361 6.0900 0.03 0.06 -0.05
Cl 3.1845 6.9261 6.8523 -0.02 0.00 -0.01
Cl 4.9423 4.8758 5.7041 -0.01 -0.04 -0.03
H 2.8727 4.6044 6.7715 0.06 0.01 0.09
H 2.7082 5.3626 5.1685 0.02 0.03 -0.02
C -7.4941 -0.0665 0.1737 -0.10 -0.01 -0.01
Cl -5.8408 -0.2660 0.7853 0.01 -0.02 0.01
Cl -7.5571 0.9583 -1.2652 -0.04 0.00 0.06
H -7.8827 -1.0444 -0.0819 0.04 -0.02 -0.03
H -8.0917 0.3932 0.9508 0.05 0.05 0.02
C 5.3724 -0.1224 10.0618 -0.03 -0.02 -0.02
Cl 6.8540 0.6486 9.4839 -0.01 0.00 -0.04
Cl 5.3107 -0.2145 11.8244 -0.03 -0.01 0.00
H 4.5277 0.4614 9.7190 0.02 0.06 0.04
H 5.3306 -1.1287 9.6627 0.05 -0.02 0.03
C 3.1029 -7.9781 1.7436 0.03 0.00 0.06
Cl 1.6565 -7.5550 2.6632 0.01 0.01 0.01
Cl 2.8504 -7.7958 -0.0011 0.13 -0.23 0.08
H 3.9084 -7.3191 2.0425 -0.02 0.04 -0.02
H 3.3559 -9.0113 1.9460 -0.06 -0.03 -0.03
C 3.1731 2.8141 -8.1327 0.04 0.05 -0.06
Cl 1.9808 4.0706 -8.4662 0.01 0.00 -0.01
Cl 2.6774 1.7947 -6.7671 0.36 0.00 -0.17
H 3.2724 2.1847 -9.0082 -0.05 -0.03 0.01
H 4.1170 3.2841 -7.8864 -0.02 0.02 0.06
C -4.3976 4.0097 -7.6740 -0.04 0.04 -0.06
Cl -3.4333 5.1564 -6.7407 0.01 -0.01 0.00
Cl -4.3106 2.3681 -7.0057 -0.32 0.10 -0.30
H -5.4317 4.3300 -7.6545 -0.01 -0.01 0.06
H -4.0203 3.9826 -8.6885 0.05 -0.03 0.01
```
Forces are in eV/Å.

Summary:
**Total charge**: +1
**HOMO level**: -11.70 eV
**Frontier orbital gap**: 8.8 eV
**E_LUMO**: -0.1070 Ha
**Energy**: -400245.2634 eV

---

Among the records above, which one has the highest energy?
C30H44AsBr2CsN6OSi2

---

total charge of number 2 (C30H44BBr2Cl13F16N4O3P)?
+1

---

Among the records above, which one has the highest total charge?
C30H44BBr2Cl13F16N4O3P

---

Which formula does entry 1 have?
C30H44AsBr2CsN6OSi2